Here is C50H47N8PPt as an isolated structure in a non-equilibrium geometry from the Open Molecules 2025 dataset. Energies are from ωB97M-V/def2-TZVPD.

Geometry as XYZ:
```
107
Properties=species:S:1:pos:R:3:mulliken_charge:R:1
Pt 0.192 -0.366 -1.056 1.5099
C 1.651 2.894 3.618 -1.0214
N 1.949 1.914 2.577 0.4317
C 1.095 1.411 1.638 -0.7015
N 1.701 0.549 0.850 0.4784
C 3.002 0.490 1.279 -0.4038
C 3.171 1.334 2.359 0.2296
C 4.376 1.675 3.137 -0.2591
C 5.482 2.216 2.486 -0.0225
C 6.636 2.505 3.199 -0.8135
C 6.695 2.247 4.561 -0.3957
C 5.597 1.705 5.215 -0.7980
C 4.439 1.422 4.506 0.0029
C 4.046 -0.362 0.681 0.2392
C 4.271 -0.347 -0.692 -0.4022
C 5.322 -1.057 -1.254 -0.4998
C 6.171 -1.791 -0.438 -0.5298
C 5.952 -1.820 0.933 -0.8186
C 4.899 -1.110 1.489 -0.3424
P -0.687 1.660 1.752 -0.6129
C -1.158 2.105 0.052 -0.0489
N -0.869 1.406 -1.043 -0.3962
C -1.604 1.951 -2.083 -0.4120
C -2.316 3.015 -1.593 0.6549
N -2.035 3.084 -0.249 0.4420
C -2.625 4.044 0.686 -0.9473
C -3.274 3.906 -2.275 -0.3495
C -4.389 3.361 -2.907 -0.0664
C -5.272 4.185 -3.588 -0.8739
C -5.042 5.552 -3.648 -0.4044
C -3.932 6.100 -3.020 -0.8297
C -3.051 5.280 -2.331 0.0233
C -1.651 1.452 -3.474 -0.5384
C -1.457 2.341 -4.531 0.1224
C -1.534 1.897 -5.844 -0.9907
C -1.825 0.567 -6.113 -0.4956
C -2.046 -0.319 -5.065 -0.6212
C -1.952 0.118 -3.752 0.3529
C -1.207 -0.085 1.576 0.0677
N -0.938 -0.908 0.561 0.4184
C -1.434 -2.150 0.902 -0.8611
C -1.988 -2.076 2.151 0.7818
N -1.850 -0.766 2.549 0.2747
C -2.352 -0.206 3.804 -1.0933
C -2.685 -3.114 2.930 0.1027
C -3.685 -3.870 2.322 -0.2509
C -4.343 -4.859 3.037 -0.8474
C -4.004 -5.102 4.361 -0.4337
C -3.000 -4.361 4.969 -0.7928
C -2.343 -3.370 4.257 -0.2364
C -1.333 -3.346 0.045 0.6532
C -0.659 -4.479 0.488 -0.4610
C -0.576 -5.603 -0.325 -0.8047
C -1.183 -5.609 -1.573 -0.6126
C -1.880 -4.487 -2.012 -0.3945
C -1.946 -3.358 -1.209 -0.5456
H 0.858 3.556 3.284 0.3813
H 1.345 2.400 4.539 0.3239
H 2.546 3.478 3.813 0.3948
H 5.435 2.405 1.421 0.4640
H 7.490 2.930 2.689 0.4255
H 7.599 2.466 5.114 0.4279
H 5.644 1.496 6.275 0.4066
H 3.590 0.978 5.012 0.4482
H 3.635 0.278 -1.308 0.5618
H 5.501 -1.018 -2.322 0.4618
H 7.010 -2.323 -0.867 0.4342
H 6.615 -2.387 1.574 0.4424
H 4.738 -1.135 2.560 0.5580
H -3.546 4.421 0.253 0.3881
H -2.844 3.551 1.629 0.3631
H -1.944 4.874 0.863 0.3136
H -4.561 2.292 -2.864 0.4840
H -6.141 3.759 -4.071 0.4319
H -5.730 6.193 -4.183 0.4257
H -3.748 7.165 -3.071 0.4157
H -2.173 5.705 -1.857 0.4704
H -1.248 3.383 -4.322 0.5424
H -1.372 2.592 -6.657 0.4585
H -1.904 0.226 -7.137 0.4605
H -2.321 -1.345 -5.276 0.4960
H -2.163 -0.558 -2.933 0.4358
H -3.233 -0.763 4.106 0.4322
H -1.598 -0.278 4.587 0.3265
H -2.616 0.837 3.655 0.4033
H -3.951 -3.676 1.290 0.4822
H -5.121 -5.439 2.560 0.4350
H -4.519 -5.874 4.918 0.4237
H -2.723 -4.561 5.995 0.4210
H -1.541 -2.814 4.728 0.4411
H -0.202 -4.479 1.470 0.5437
H -0.039 -6.477 0.020 0.4744
H -1.135 -6.493 -2.195 0.4772
H -2.393 -4.506 -2.964 0.5124
H -2.507 -2.488 -1.533 0.4726
N 1.150 0.207 -2.762 -0.5853
C 1.452 -0.958 -3.633 -0.5572
C 1.896 -2.086 -2.734 -0.3660
N 0.861 -2.244 -1.693 -0.6606
H 0.537 0.858 -3.251 0.0813
H 2.005 0.711 -2.539 0.3866
H 2.213 -0.725 -4.377 0.5344
H 0.534 -1.214 -4.161 0.1200
H 2.835 -1.846 -2.241 -0.0216
H 2.045 -3.004 -3.305 0.5738
H 1.187 -2.831 -0.929 0.4187
H 0.034 -2.703 -2.066 -0.0417
```

Its frontier orbital gap is 8.228 eV. As for the charge: +2. The electronic energy comes out at -2831.94108 Ha. The calculation puts the energy above the lowest of the compared OMol25 structures with the same formula, charge and spin at 21.63 kJ/mol. The HOMO energy is -12.6 eV.